(1)
# C11H44N22O11

11 unconnected molecules or ions with the total composition C11H44N22O11 (the ωB97M-V functional and the def2-TZVPD basis, the Open Molecules 2025 dataset).

Output
gap between HOMO and LUMO = 9.29 eV
HOMO = -9.3043 eV
SMILES string = NC(N)=O.NC(N)=O.NC(N)=O.NC(N)=O.NC(N)=O.NC(N)=O.NC(N)=O.NC(N)=O.NC(N)=O.NC(N)=O.NC(N)=O
molecular weight = 660.62 g/mol
E = -2477.9202 Eh

```
88
Properties=species:S:1:pos:R:3:mulliken_charge:R:1
N 8.53783 0.13812 3.59229 -0.379
C 7.43567 -0.13584 2.99573 0.636
N 6.40989 0.12750 3.77924 -0.355
O 7.36690 -0.48869 1.80789 -0.667
H 8.39224 0.60949 4.47361 0.170
H 9.32280 0.43504 3.03037 0.242
H 5.45573 0.08983 3.45025 0.213
H 6.67164 0.41396 4.71173 0.140
N -1.78641 -4.54020 -1.39740 -0.461
C -1.99107 -4.70450 -2.63771 0.687
N -3.05359 -5.45319 -2.90813 -0.414
O -1.37733 -4.03068 -3.45981 -0.665
H -1.15712 -3.78474 -1.16642 0.271
H -2.72332 -4.62081 -1.02888 0.189
H -3.44222 -5.48152 -3.83993 0.212
H -3.50731 -5.92854 -2.14113 0.180
N 2.03434 -8.38036 4.77039 -0.407
C 2.88966 -7.41254 4.71883 0.643
N 2.39082 -6.38818 4.12123 -0.358
O 4.11658 -7.54348 4.89972 -0.682
H 2.46215 -9.26731 4.99486 0.215
H 1.03075 -8.41188 4.87958 0.206
H 1.43716 -6.49612 3.80661 0.178
H 2.91563 -5.55801 3.88564 0.207
N -2.26673 -5.46898 9.20832 -0.360
C -2.16942 -4.97738 8.03163 0.664
N -1.76763 -3.73527 8.14880 -0.420
O -2.13677 -5.50957 7.01695 -0.582
H -2.06826 -4.88596 10.00882 0.125
H -2.47037 -6.42790 9.45142 0.194
H -1.75867 -3.36291 9.08762 0.161
H -1.52255 -3.35762 7.24470 0.216
N 0.95734 5.07796 -8.65939 -0.361
C 2.12538 5.08819 -8.15297 0.596
N 3.08488 5.08400 -9.02426 -0.397
O 2.30989 4.76624 -6.99379 -0.678
H 0.93331 5.38657 -9.62080 0.172
H 0.11358 5.22801 -8.12494 0.241
H 3.95871 4.87989 -8.56072 0.238
H 3.01112 5.47263 -9.95357 0.190
N 9.16015 2.87453 -4.58929 -0.449
C 8.17584 3.76700 -4.58877 0.627
N 7.41730 3.76385 -3.57070 -0.403
O 7.83374 4.33686 -5.56652 -0.628
H 9.14885 2.06210 -3.98936 0.195
H 9.67466 2.90132 -5.45800 0.228
H 6.51134 4.17159 -3.75255 0.249
H 7.61351 3.05997 -2.87345 0.181
N 2.58928 9.45230 -1.71974 -0.367
C 3.49350 10.32075 -2.07556 0.569
N 3.56734 11.26514 -1.17156 -0.403
O 4.15737 10.29800 -2.99928 -0.540
H 2.07035 9.55583 -0.85946 0.162
H 2.44866 8.58896 -2.22469 0.211
H 4.26007 11.99818 -1.22535 0.202
H 2.82568 11.48904 -0.52356 0.166
N -3.09676 0.33145 -6.43345 -0.366
C -4.19116 1.01438 -6.10547 0.693
N -4.72200 0.27423 -5.20640 -0.376
O -4.62438 2.11729 -6.43920 -0.663
H -2.89061 -0.45643 -5.83609 0.158
H -2.49315 0.75023 -7.12656 0.208
H -4.32519 -0.60167 -4.89748 0.140
H -5.57452 0.65001 -4.81641 0.204
N 1.21851 1.63727 -0.69902 -0.406
C 0.35320 1.08554 0.11342 0.627
N -0.92684 1.30879 -0.19431 -0.404
O 0.74239 0.35228 0.96307 -0.623
H 1.16061 1.83734 -1.68731 0.201
H 2.08452 1.69610 -0.18263 0.211
H -1.59455 0.91221 0.45143 0.215
H -1.21401 1.81410 -1.02032 0.179
N -7.35566 1.53562 3.34283 -0.406
C -6.79385 1.62723 4.51700 0.677
N -6.63561 0.49312 5.08447 -0.333
O -6.62181 2.73077 5.00298 -0.668
H -7.35939 0.64974 2.85773 0.157
H -7.66378 2.42290 2.97150 0.212
H -6.50182 0.40346 6.08155 0.210
H -6.74960 -0.24201 4.40133 0.151
N -7.45606 -5.77129 2.77947 -0.408
C -7.82302 -4.79906 1.99318 0.639
N -9.07551 -4.80116 1.66333 -0.383
O -7.11316 -3.87105 1.61696 -0.680
H -6.51184 -5.74450 3.13695 0.247
H -8.19598 -6.18496 3.32858 0.203
H -9.75527 -5.45045 2.03269 0.162
H -9.40659 -4.07215 1.04767 0.220
```



(2)
# C11H44O11

11 unconnected molecules or ions with the total composition C11H44O11 (the ωB97M-V functional and the def2-TZVPD basis, the Open Molecules 2025 dataset).

Output
gap between HOMO and LUMO = 10.16 eV
HOMO = -9.8298 eV
SMILES string = CO.CO.CO.CO.CO.CO.CO.CO.CO.CO.CO
molecular weight = 352.46 g/mol
E = -1272.8744 Eh

```
66
Properties=species:S:1:pos:R:3:mulliken_charge:R:1
C -4.61464 12.19682 36.63330 -0.774
O -3.84376 12.71053 35.52136 -0.264
H -4.62658 11.11446 36.76148 0.367
H -4.43789 12.50648 37.66334 0.377
H -5.64322 12.38752 36.32709 0.206
H -4.51914 12.94046 34.87901 -0.003
C -6.09138 12.85688 32.60940 -1.013
O -5.96709 13.77935 33.63084 0.209
H -5.98354 11.83241 32.96566 0.265
H -7.02931 13.12116 32.12099 0.415
H -5.29102 13.15355 31.93155 0.349
H -6.30945 14.62835 33.34169 -0.075
C -7.16340 16.51771 32.39658 -0.962
O -6.74143 16.46758 33.73599 -0.336
H -7.13953 17.54846 32.04288 0.402
H -6.55346 15.93932 31.70266 0.311
H -8.17118 16.10698 32.33507 0.301
H -6.86102 17.34934 34.09628 0.214
C -8.86579 14.18302 34.95829 -0.617
O -7.84133 14.90207 35.60766 -0.483
H -8.66399 14.25212 33.88936 0.121
H -8.89530 13.11391 35.16861 0.270
H -9.84500 14.63627 35.11260 0.306
H -7.62630 15.66836 35.07085 0.455
C -4.02017 16.04377 35.94722 -0.391
O -3.08693 15.24234 36.70449 -0.448
H -4.42604 16.92350 36.44668 0.235
H -3.56167 16.53134 35.08689 0.050
H -4.92560 15.48941 35.70029 0.270
H -3.01260 14.39391 36.26152 0.266
C -2.05287 13.77704 32.69461 -0.259
O -1.10717 12.92941 32.20085 -0.557
H -2.08464 14.74847 32.20123 0.214
H -2.98381 13.21054 32.67173 0.055
H -1.78182 13.92015 33.74062 0.191
H -0.24439 13.33102 32.32705 0.318
C -1.44859 15.05532 40.01470 -0.361
O -2.02562 15.63468 41.16749 -0.520
H -2.20416 14.89268 39.24609 0.068
H -0.65478 15.71107 39.65697 0.248
H -0.94083 14.09386 40.09135 0.268
H -1.62612 15.27291 41.96192 0.296
C -2.53398 19.48364 36.65265 -0.358
O -2.26692 20.71009 35.98251 -0.522
H -2.41567 18.67734 35.92879 0.095
H -1.89262 19.26050 37.50528 0.308
H -3.55541 19.39382 37.02238 0.172
H -1.48406 20.49775 35.46907 0.325
C -3.69894 17.37372 32.10666 -0.236
O -4.36821 18.12648 31.08386 -0.549
H -4.39417 17.30873 32.94363 -0.078
H -3.43275 16.35055 31.84138 0.108
H -2.71864 17.78013 32.35553 0.419
H -3.98802 17.85444 30.24538 0.306
C -6.88937 19.98177 35.66974 -0.451
O -7.06998 19.54153 34.37431 -0.500
H -7.87056 19.73561 36.07565 0.240
H -6.07583 19.40363 36.10792 0.064
H -6.76385 21.06352 35.71604 0.347
H -6.53590 20.07036 33.77708 0.293
C -1.85139 10.14935 37.75547 -0.661
O -1.73196 11.43934 37.27140 -0.466
H -1.96918 9.38741 36.98498 0.267
H -0.87774 10.07265 38.23944 0.243
H -2.66793 10.04376 38.46976 0.292
H -2.50767 11.69213 36.76548 0.361
```



Record order is preserved below.
Energy above the lowest of the compared OMol25 structures with the same formula, charge and spin: 254.8; 85.9 kcal per mole
Record order is preserved below.
Largest force on an atom: 8.580; 2.664 eV Å⁻¹